Entry 1:
{
  "formula": "C21H69N21O12",
  "method": "ωB97M-V/def2-TZVPD",
  "lumo_energy_ev": 0.0,
  "de_lowest_ev": 5.829,
  "homo_ev": -8.417,
  "charge": 0,
  "multiplicity": 1,
  "species": ["C", "O", "C", "C", "C", "N", "H", "H", "H", "H", "H", "H", "H", "H", "H", "H", "H", "C", "O", "C", "C", "C", "N", "H", "H", "H", "H", "H", "H", "H", "H", "H", "H", "H", "C", "O", "C", "C", "C", "N", "H", "H", "H", "H", "H", "H", "H", "H", "H", "H", "H", "N", "C", "N", "O", "H", "H", "H", "H", "N", "C", "N", "O", "H", "H", "H", "H", "N", "C", "N", "O", "H", "H", "H", "H", "N", "C", "N", "O", "H", "H", "H", "H", "N", "C", "N", "O", "H", "H", "H", "H", "N", "C", "N", "O", "H", "H", "H", "H", "N", "C", "N", "O", "H", "H", "H", "H", "N", "C", "N", "O", "H", "H", "H", "H", "N", "C", "N", "O", "H", "H", "H", "H"],
  "coordinates": [[3.224674, -0.626248, 2.318372], [2.803864, -0.963838, 3.667732], [3.574584, -1.940108, 4.362382], [3.815944, -3.233288, 3.582742], [2.561674, -4.035488, 3.150262], [4.526684, -4.104558, 4.515042], [2.706334, 0.310772, 2.114862], [2.821604, -1.317178, 1.577932], [4.290564, -0.697528, 2.101782], [4.475794, -1.395068, 4.643202], [2.956374, -2.170078, 5.230162], [4.308924, -2.833508, 2.696592], [2.777564, -4.705878, 2.318352], [1.934644, -3.299328, 2.647262], [1.994364, -4.596728, 3.892732], [3.969014, -4.483828, 5.266882], [5.167034, -3.578398, 5.092282], [-1.558406, -2.388018, -2.925378], [-1.111476, -1.121848, -3.417528], [-0.320626, -1.370838, -4.587848], [-0.173646, -0.005678, -5.334118], [0.759844, 1.016162, -4.605258], [-1.399306, 0.767782, -5.488318], [-2.402736, -2.708828, -3.535538], [-2.040646, -2.200168, -1.966078], [-0.784036, -3.108238, -2.661298], [0.645494, -1.810638, -4.340268], [-0.859836, -2.086568, -5.208388], [0.245654, -0.144998, -6.330558], [0.291374, 1.280762, -3.657298], [0.936554, 1.958272, -5.124198], [1.696844, 0.586912, -4.250468], [-1.001216, 1.673882, -5.286828], [-1.954706, 0.507002, -4.686058], [-0.999616, -1.961448, 1.491362], [-1.189266, -3.308808, 1.176132], [-1.086196, -4.171268, 2.253492], [-0.454996, -5.523478, 1.905942], [-1.273766, -6.286388, 0.856772], [-0.577256, -6.362148, 3.073402], [-1.589576, -1.711118, 2.373062], [-1.210026, -1.372808, 0.598432], [0.009804, -1.662878, 1.774252], [-0.634366, -3.619308, 3.077682], [-2.108706, -4.374398, 2.571802], [0.574604, -5.521478, 1.548142], [-1.447836, -5.746988, -0.074278], [-2.334716, -6.296498, 1.106522], [-0.881566, -7.290338, 0.694382], [-1.492366, -6.708068, 3.324412], [-0.029806, -7.210678, 3.092812], [-3.617816, 0.857612, 1.429422], [-4.190796, 1.842262, 0.824562], [-4.329846, 2.775512, 1.667822], [-4.569616, 1.860582, -0.343068], [-3.638686, 0.074032, 0.792492], [-3.070616, 0.782942, 2.275052], [-4.765946, 3.641362, 1.384572], [-4.158066, 2.610392, 2.649312], [-1.437626, 5.041372, 1.741092], [-2.296086, 5.623442, 0.915612], [-3.342116, 6.125822, 1.506512], [-2.204956, 5.540782, -0.304488], [-0.653756, 4.497112, 1.410282], [-1.362006, 5.443232, 2.664622], [-4.071546, 6.509962, 0.923022], [-3.586036, 5.968842, 2.473962], [1.818754, 2.994412, 2.728702], [2.637734, 3.923022, 2.406462], [2.783964, 4.727862, 3.408702], [3.251604, 3.991292, 1.348782], [1.696884, 2.200962, 2.115762], [1.133214, 3.273962, 3.415712], [3.415764, 5.507362, 3.293282], [2.241834, 4.586202, 4.249022], [-0.939906, 1.358612, -0.641598], [0.258574, 0.901782, -0.233548], [0.857674, 0.226212, -1.144478], [0.808564, 1.097822, 0.829052], [-1.361726, 1.988612, 0.025682], [-1.363346, 0.966362, -1.470408], [1.834084, 0.279232, -0.891708], [0.509344, 0.057912, -2.077448], [0.342324, 0.490922, 3.699852], [-0.697206, 0.906752, 4.251492], [-0.493096, 1.065122, 5.494362], [-1.775796, 1.098312, 3.741112], [1.237494, 0.256022, 4.104302], [0.315554, 0.402922, 2.694052], [0.483064, 1.049902, 5.753142], [-1.260076, 0.975602, 6.145382], [4.603714, 1.694452, -3.004368], [4.115694, 1.602662, -1.757788], [3.974544, 2.776032, -1.284218], [3.857714, 0.544502, -1.223348], [4.715864, 2.592672, -3.452388], [4.855994, 0.824602, -3.451358], [4.126084, 3.591262, -1.860888], [3.620934, 2.929282, -0.350638], [-5.615026, 0.789622, -2.915478], [-4.680546, 0.145462, -3.549608], [-3.598456, 0.141952, -2.833888], [-4.843956, -0.421998, -4.597958], [-6.531446, 0.505742, -3.231208], [-5.421956, 1.169142, -1.999618], [-3.770926, 0.629862, -1.966538], [-2.777546, -0.323848, -3.193378], [4.373644, -3.428138, -3.807398], [4.364624, -2.136748, -3.354848], [4.169474, -2.193608, -2.030608], [4.629064, -1.116518, -3.948208], [4.257764, -4.122428, -3.083098], [4.439264, -3.758898, -4.759448], [4.234254, -1.287158, -1.589868], [3.892024, -3.050808, -1.574178], [-4.079166, 3.959452, -4.388108], [-4.138066, 3.754292, -3.117068], [-2.952356, 3.578332, -2.580338], [-5.219306, 3.874692, -2.522098], [-3.193026, 3.980592, -4.872258], [-5.002836, 4.096002, -4.773188], [-2.170566, 3.588512, -3.219708], [-2.828376, 3.501952, -1.580888]],
  "forces_ev_per_angstrom": [[-1.026, -0.565, 0.322], [0.073, 0.225, -1.060], [-1.675, 0.572, -0.551], [-1.269, -0.375, 1.737], [0.137, 1.466, -1.251], [1.761, -0.167, -0.033], [0.819, 0.109, -0.173], [-0.447, -0.368, 0.079], [0.255, 0.779, 0.638], [0.584, -0.676, 0.219], [0.224, 0.037, 0.311], [0.858, -1.200, -0.153], [0.495, -0.290, 0.260], [-0.647, 0.021, 0.270], [0.227, 0.338, 0.289], [-1.013, -0.217, -0.565], [0.764, 0.323, -0.394], [-1.255, 0.819, 1.395], [1.146, -1.112, -0.018], [-0.585, 1.718, -0.804], [1.557, 0.740, 0.314], [0.564, -1.516, 1.224], [-0.185, -0.696, -0.096], [0.456, -0.650, -0.428], [0.031, 0.261, 0.199], [0.230, -0.031, -0.792], [0.172, 0.140, 0.168], [-0.081, 0.021, -0.214], [0.106, -0.578, -0.011], [-0.407, 0.234, 0.034], [0.026, -0.283, -0.390], [0.489, 0.017, -0.493], [-1.223, 0.555, -0.181], [-0.624, 0.446, -0.059], [0.052, 0.397, 0.177], [0.606, 0.145, -1.654], [-0.165, -0.117, 0.457], [-1.572, -1.348, -0.537], [-0.847, 1.347, -1.252], [1.054, -0.414, 2.314], [-0.535, 0.466, -0.174], [-0.479, 0.046, 0.186], [0.591, -0.548, -0.021], [0.571, -0.540, 0.266], [-0.276, -0.364, 0.349], [0.109, 0.509, 0.398], [1.003, 0.013, -0.582], [-0.053, -0.594, 0.959], [-0.106, 0.144, -0.069], [-0.429, 0.634, -0.463], [0.508, 0.274, -0.408], [1.608, -5.815, -0.947], [-0.488, -0.652, -1.935], [-1.570, 6.350, 3.242], [0.136, -0.291, -0.709], [0.557, -0.534, 0.550], [0.103, 0.533, 0.119], [0.103, -0.127, 0.091], [-0.018, 0.207, -0.332], [1.980, -0.731, 2.219], [0.729, -1.746, -3.123], [-3.404, 2.135, 1.605], [0.230, 0.246, -0.090], [-0.157, 0.406, -0.224], [0.169, -0.365, -0.082], [0.257, -0.054, 0.012], [0.295, -0.013, -0.277], [-3.313, -3.663, 0.578], [2.082, 0.125, -2.604], [1.256, 4.031, 2.690], [0.551, 0.180, -0.595], [-0.704, 0.216, -0.144], [-0.160, -1.022, -0.250], [-0.342, -0.029, 0.323], [0.611, 0.391, -0.128], [-0.651, 0.858, 1.395], [-2.229, 0.803, -0.877], [2.748, -2.324, -1.886], [0.183, 0.959, 2.415], [-0.793, -0.313, -0.500], [-0.300, 0.507, 0.261], [0.759, -0.925, -1.054], [0.233, 0.113, 0.209], [5.219, -2.190, -5.653], [-3.132, 0.248, -0.431], [0.511, 1.435, 6.779], [-2.649, 0.337, -1.682], [-0.251, -0.197, 0.194], [0.165, 0.123, -0.235], [-0.624, -0.166, 0.931], [0.445, 0.333, 0.022], [0.721, -1.075, -1.792], [0.931, -1.052, -2.786], [-1.285, 4.371, 3.194], [-0.442, -1.657, 1.454], [0.159, -0.589, 0.016], [-0.148, 0.049, -0.391], [-0.017, -0.263, 0.430], [-0.100, 0.217, 0.198], [-3.673, 1.327, 0.660], [-0.631, -0.906, -0.969], [3.291, -0.088, 1.398], [0.000, -1.167, -2.240], [-0.083, 0.677, 0.431], [-0.762, 0.247, -0.036], [1.475, -0.216, 0.393], [0.024, 0.323, 0.639], [-0.194, -1.016, -1.070], [0.749, -1.463, 0.529], [-0.263, 0.821, 1.201], [-0.129, 0.426, -1.079], [0.077, -0.045, -0.673], [0.025, 0.554, 0.228], [-0.352, 0.072, 0.619], [0.057, 0.677, 0.112], [-0.407, 0.388, -4.171], [-2.679, 1.044, 3.094], [2.358, -0.969, 1.472], [0.674, -0.435, 0.193], [-0.759, 0.004, -0.417], [0.582, 0.045, -0.692], [0.102, -0.076, 0.798], [-0.012, 0.249, -0.359]]
}



Entry 2:
{
  "formula": "C21H70O20",
  "method": "ωB97M-V/def2-TZVPD",
  "lumo_energy_ev": [-2.4, -9.1],
  "homo_ev": [-11.512, -11.512],
  "charge": 1,
  "multiplicity": 2,
  "s2": 0.75,
  "species": ["O", "H", "H", "O", "H", "H", "O", "H", "H", "O", "H", "H", "O", "H", "H", "C", "C", "O", "O", "H", "H", "H", "H", "H", "H", "C", "C", "O", "O", "H", "H", "H", "H", "H", "H", "C", "C", "O", "O", "H", "H", "H", "H", "H", "H", "C", "C", "O", "O", "H", "H", "H", "H", "H", "H", "C", "C", "O", "O", "H", "H", "H", "H", "H", "H", "C", "C", "O", "O", "H", "H", "H", "H", "H", "H", "C", "C", "C", "O", "H", "H", "H", "H", "H", "H", "H", "H", "C", "C", "C", "O", "H", "H", "H", "H", "H", "H", "H", "H", "C", "C", "C", "O", "H", "H", "H", "H", "H", "H", "H", "H"],
  "coordinates": [[-1.725931, 1.289597, -1.393445], [-2.351984, 0.842841, -0.823624], [-0.885547, 0.874954, -1.198353], [0.891140, 0.427356, -1.483189], [1.051770, -0.492333, -1.694371], [1.752506, 0.840816, -1.540839], [-4.987597, 0.947350, 0.321898], [-5.893033, 0.954563, 0.632335], [-4.460060, 0.944638, 1.120607], [0.053382, -4.066731, -1.280000], [0.748239, -3.496179, -1.608446], [0.041535, -3.911257, -0.335588], [2.634986, -0.884835, 3.531646], [2.863098, -1.654363, 4.053205], [2.712596, -1.178536, 2.623925], [-0.668920, 0.153021, 1.413830], [-0.305558, -1.300948, 0.965742], [-1.020740, -2.309299, 1.684370], [-2.053546, 0.455090, 1.496855], [-0.208793, 0.881235, 0.745921], [-0.207782, 0.315378, 2.388048], [0.768015, -1.361377, 1.144333], [-0.357616, -1.344567, -0.122133], [-1.844368, -1.909880, 1.973687], [-2.191752, 1.402693, 1.564345], [-3.698240, 3.604309, 2.150646], [-4.838105, 4.425923, 1.315299], [-4.397411, 5.677597, 0.725925], [-2.503353, 3.462739, 1.438401], [-4.098043, 2.794248, 2.760610], [-3.415411, 4.276950, 2.960376], [-5.763236, 4.438664, 1.891545], [-5.238436, 3.806384, 0.512804], [-4.113286, 5.484980, -0.170607], [-2.236470, 4.340129, 1.154577], [-1.767761, -6.249731, 2.541577], [-0.854418, -7.464632, 2.925002], [-0.529399, -8.266202, 1.794166], [-1.007554, -5.351328, 1.688328], [-2.069379, -5.703860, 3.435531], [-2.655478, -6.503694, 1.962305], [-1.419488, -7.980116, 3.701572], [-0.023986, -7.006123, 3.461900], [0.168451, -7.747557, 1.387205], [-1.130281, -4.479360, 2.070697], [4.726759, -4.081883, -0.027400], [4.244776, -3.678129, 1.402805], [2.889556, -3.378460, 1.386856], [5.023440, -2.918655, -0.753535], [4.059832, -4.718761, -0.608508], [5.718094, -4.524416, 0.070169], [4.739299, -2.824913, 1.867113], [4.238233, -4.547876, 2.059776], [2.350630, -4.104412, 1.064107], [5.745671, -3.221995, -1.308490], [0.115064, 3.658884, -0.729625], [1.223184, 4.344809, 0.020247], [2.108864, 5.237951, -0.736227], [-0.923761, 4.584244, -1.110277], [-0.305244, 2.910305, -0.058004], [0.392529, 3.020672, -1.568545], [1.827328, 3.706530, 0.664984], [0.706138, 4.984148, 0.735799], [1.739396, 5.245120, -1.622248], [-1.677182, 3.991881, -1.165596], [0.357409, -3.426009, 5.038860], [-1.148055, -3.642603, 5.323219], [-1.577578, -2.713003, 6.301928], [0.835793, -4.157139, 3.887858], [0.906498, -3.753815, 5.921554], [0.459637, -2.387832, 4.722896], [-1.183648, -4.673506, 5.675465], [-1.714053, -3.550925, 4.396212], [-2.483825, -2.962116, 6.497535], [0.825775, -3.540152, 3.152455], [-4.970341, -3.436455, 3.062213], [-6.451864, -3.596026, 2.685826], [-6.708216, -4.375279, 1.384277], [-6.970539, -4.143322, 3.843341], [-4.908062, -3.120450, 4.103539], [-4.465437, -2.857698, 2.288772], [-4.481407, -4.410635, 3.062158], [-6.850577, -2.581717, 2.703548], [-6.464515, -5.418678, 1.584387], [-6.014776, -4.048155, 0.609537], [-7.779418, -4.319828, 1.190533], [-6.737080, -5.074316, 3.862044], [-0.595395, 1.266739, 6.078781], [-1.539697, 2.143115, 5.260325], [-2.702091, 2.699242, 6.188764], [-0.676211, 3.203972, 4.889570], [0.234696, 1.763804, 6.580746], [0.000377, 0.603115, 5.452067], [-1.158587, 0.717979, 6.833615], [-1.940231, 1.602803, 4.402575], [-3.121688, 1.837547, 6.707916], [-3.422124, 3.359498, 5.705334], [-2.339849, 3.312683, 7.013738], [0.026059, 2.722446, 4.446224], [3.695730, 1.931139, 2.190024], [3.083514, 2.461024, 3.459381], [2.882903, 3.997090, 3.441975], [1.796627, 1.876294, 3.568570], [3.015158, 1.691074, 1.373139], [4.221335, 0.997264, 2.389299], [4.472528, 2.539702, 1.727045], [3.598323, 2.189215, 4.380899], [2.475944, 4.412870, 4.363719], [2.244084, 4.367158, 2.640062], [3.885388, 4.390260, 3.273034], [2.019992, 0.942907, 3.546459]],
  "forces_ev_per_angstrom": [[-0.388, 0.382, -0.071], [-0.427, -0.099, 0.121], [0.418, -0.078, -0.278], [0.103, -0.062, 0.204], [0.021, -0.289, -0.211], [0.253, 0.242, -0.067], [0.131, 0.118, -0.172], [-0.327, -0.050, -0.023], [0.212, -0.172, 0.169], [0.025, 0.007, -0.150], [0.223, 0.072, -0.207], [-0.273, -0.152, 0.407], [-0.213, 0.430, 0.093], [0.046, -0.259, 0.237], [0.053, -0.311, -0.445], [0.613, 0.042, 0.179], [-0.382, 1.760, 0.206], [0.749, 0.448, -0.347], [-0.534, -1.260, 0.159], [0.297, -0.306, -0.152], [0.059, -0.068, 0.349], [0.068, -0.372, 0.417], [-0.837, -0.567, -0.050], [-0.336, 0.011, -0.075], [0.370, 0.503, -0.306], [-1.477, 3.960, 0.158], [0.662, -1.751, -0.589], [-0.196, -1.196, 1.571], [0.206, -1.795, -0.366], [0.162, -0.972, -1.080], [-0.346, 0.572, 0.407], [0.316, 1.208, 0.704], [0.679, -0.407, -0.373], [-0.056, -0.012, -0.102], [0.128, 0.271, -0.195], [1.191, -0.155, -0.754], [-1.880, 1.515, 0.021], [0.120, 0.608, 1.178], [-0.221, -0.224, 0.435], [-0.021, -0.174, 0.232], [-0.058, -0.522, 0.208], [0.045, -0.804, -0.354], [0.573, -0.222, -0.349], [0.101, -0.191, -0.540], [0.205, 0.227, -0.257], [1.387, 0.822, 1.718], [-0.444, -2.170, -0.947], [-2.261, 1.966, -0.118], [-0.118, 0.741, -0.810], [-0.354, -0.252, 0.512], [-0.275, -1.030, 0.440], [0.400, -0.183, -0.440], [1.275, -0.205, 0.156], [0.225, -0.260, -0.018], [0.012, 0.711, -0.427], [-0.121, -0.497, 0.167], [0.365, 1.716, -0.056], [-0.915, -1.378, 0.468], [0.685, -0.561, 0.516], [-0.127, 0.131, 0.417], [0.458, 0.434, -0.437], [0.119, -0.498, -0.598], [-0.178, 0.248, 0.171], [0.107, 0.264, -0.235], [-0.460, 0.012, -0.431], [-0.777, 0.228, -1.229], [1.348, -0.598, -0.411], [0.031, -0.071, -0.199], [-0.365, -0.187, 0.947], [0.269, 0.444, -0.132], [0.344, 0.421, 0.962], [-0.582, -0.145, 0.130], [-0.102, 0.052, -0.123], [-0.129, 0.144, 0.284], [-0.046, -0.089, -0.196], [0.191, -0.590, -1.121], [1.868, 0.870, 0.224], [0.111, 0.204, 1.508], [-1.883, -1.207, 0.897], [0.113, 0.718, -0.327], [0.376, 0.479, 0.394], [-0.005, -0.341, -0.173], [-0.317, 0.040, -0.635], [0.017, -0.188, -0.017], [-0.538, 0.200, -0.254], [0.214, 0.067, -0.643], [-0.064, -0.235, 0.134], [2.094, -1.374, 0.339], [-2.482, 2.579, 2.098], [1.162, -0.299, -0.344], [-1.369, -0.780, 0.678], [-0.467, 0.724, 0.360], [-0.545, -0.327, -0.365], [-0.214, 0.058, -0.168], [0.345, -0.157, -0.452], [-0.529, 0.043, -0.489], [-0.130, -0.560, -0.394], [0.698, 0.003, -0.123], [2.079, -0.227, -1.584], [1.575, -0.738, -0.568], [-1.005, 2.102, -0.260], [0.689, -0.552, -0.132], [-1.337, -0.159, 0.520], [-0.556, 0.314, 0.317], [-0.062, -0.196, 0.140], [-0.063, 0.446, 0.306], [0.626, 0.013, -0.252], [0.171, -0.241, 0.228], [0.062, -0.364, -0.164], [-0.108, 0.442, 0.139], [-0.544, -0.887, 0.158]]
}